Entry from the Open Molecules 2025 dataset: a structure of composition C11H7NO5Pd in a non-equilibrium geometry (wB97M-V/def2-TZVPD).

The value obtained for the HOMO energy (spin up / spin down) is -16.454 / -15.949 eV. The total energy is -981.489114 Ha. As for the total charge: +2. Its LUMO energy (spin up / spin down) is -7.7 / -10.5 eV. As for the energy relative to the best compared isomer or geometry (same formula, charge and spin): 0.111 eV. Its largest force on an atom is 6.630 eV Å⁻¹. The spin multiplicity is 3.

Each line ends with the Mulliken spin population.
Atoms and positions in Å:
O  3.531  -3.313  -2.060  -0.0102
C  2.856  -2.612  -1.453  0.0692
Pd  1.694  -1.384  -0.364  0.6763
O  -0.536  -0.995  -2.607  -0.0093
C  0.323  -1.217  -1.872  0.1697
C  2.976  -1.467  1.222  0.1668
O  3.610  -1.421  2.176  -0.0166
C  2.572  0.330  -1.026  0.1386
O  3.146  1.263  -1.387  -0.0155
C  0.561  -2.884  0.436  0.1374
O  0.021  -3.770  0.903  -0.0157
N  0.388  0.148  1.259  0.3544
C  -0.751  0.790  0.687  0.1136
C  -0.613  2.101  0.223  0.0944
C  -1.757  2.788  -0.192  -0.0320
C  -2.991  2.124  -0.211  0.1709
C  -3.085  0.763  0.116  -0.0232
C  -1.936  0.079  0.529  0.0684
H  1.047  0.839  1.627  -0.0151
H  0.117  -0.452  2.045  -0.0178
H  0.381  2.556  0.202  -0.0036
H  -1.686  3.833  -0.501  0.0001
H  -3.886  2.661  -0.530  0.0032
H  -4.040  0.239  0.046  0.0007
H  -1.941  -0.999  0.732  -0.0046